Entry 1:
This record from OMol25 describes a cluster of 3 separate species, C14H28BrFN4O11 in total at a distorted geometry. The level of theory is the ωB97M-V functional and the def2-TZVPD basis.

Geometry (Å):
N 0.71974 1.98604 3.80890
C 0.36634 1.37062 2.47990
C -0.92419 0.38898 2.63475
C -0.53424 -1.04267 1.95636
C -1.49540 -2.19459 2.52338
N -1.40432 -2.26179 4.03050
O -1.27339 -3.50781 1.96128
C -0.02233 -4.06346 2.35460
O 0.56445 -4.60738 1.13792
O -0.20244 -5.22908 3.23456
N 0.00094 -4.89319 4.54366
O 1.15933 -4.83345 4.81871
C -3.06572 -1.85486 2.22750
Br -3.38830 -1.36114 0.30676
N -3.79781 -3.13196 2.49186
C -5.10127 -2.90582 3.16803
C -5.27905 -4.13998 4.21343
O -5.60751 -5.22798 3.72869
F -5.00446 -3.91227 5.59325
H -0.14021 2.49068 4.09236
H 0.93075 1.24443 4.49288
H 1.28961 0.80714 2.10681
H 0.06865 2.17886 1.71723
H -1.83834 0.80163 2.08072
H -1.12991 0.30412 3.75216
H -0.58887 -0.99546 0.81833
H 0.55801 -1.23357 2.25681
H -0.57835 -1.75430 4.36871
H -2.27505 -1.90460 4.43906
H 0.73147 -3.31596 2.76579
H 1.48876 -4.83421 1.38538
H -3.43766 -0.97877 2.84910
H -3.87908 -3.70431 1.64423
H -5.98995 -3.00826 2.44756
H -5.17003 -1.90662 3.71311
C 3.13241 1.04062 -3.95392
O 2.26673 0.65896 -2.88550
C 1.21373 -0.08245 -3.26770
O 0.96313 -0.42963 -4.39529
O 0.48822 -0.36952 -2.17362
C -0.67213 -1.15953 -2.43106
H 3.94436 1.63349 -3.53163
H 3.56292 0.15947 -4.43466
H 2.59852 1.65604 -4.68128
H -0.39384 -2.12854 -2.85108
H -1.35794 -0.63203 -3.09793
H -1.17712 -1.32800 -1.47948
C 5.01355 5.90457 -3.68089
O 4.32684 5.07912 -4.62022
C 3.30563 5.68743 -5.24655
O 2.94784 6.82659 -5.07705
O 2.75288 4.80392 -6.09458
C 1.64619 5.31701 -6.83446
H 5.81427 5.31087 -3.23865
H 5.45865 6.76813 -4.17973
H 4.33935 6.22400 -2.88322
H 1.95661 6.15725 -7.45931
H 0.83741 5.61302 -6.16283
H 1.28161 4.52025 -7.48367

Forces on atoms 1 to 3 (eV/Å):
N -0.880 0.023 -1.118
C -0.762 -0.177 0.129
C 1.012 -0.506 -1.246

molecular weight: 527.297 g/mol
calculated total energy: -4270.6200 Eh
structure (SMILES): NCCC[C@](N)(O[C@H](O)ON=O)[C@@H](Br)NCC(=O)F.COC(=O)OC.COC(=O)OC
total charge: 0
HOMO-LUMO gap: 9.44 eV

These are the natural (NBO) partial charges, in e, on atoms 1 to 8:
1 N -0.8296
2 C -0.2220
3 C -0.4443
4 C -0.4677
5 C 0.4075
6 N -0.8648
7 O -0.5304
8 C 0.5951

=====

Entry 2:
This record from OMol25 describes the molecule C2H2ClNS at a distorted geometry. The level of theory is the ωB97M-V functional and the def2-TZVPD basis.

Geometry (Å):
H 2.08687 0.82785 0.45577
N 1.12979 0.83248 0.26097
C 0.48851 -0.16670 -0.19503
C -1.01287 -0.07730 -0.06780
S -1.73360 1.39000 0.04650
Cl -1.90595 -1.67534 0.12765
H 0.94725 -1.13099 -0.62805

Forces on atoms 1 to 3 (eV/Å):
H 1.940 -0.617 -0.594
N -2.822 -0.597 0.152
C 1.414 -0.730 0.049

molecular weight: 107.565 g/mol
calculated total energy: -990.4809 Eh
structure (SMILES): [H]/N=C/C(=S)Cl
total charge: 0
energy above the lowest of the compared OMol25 structures with the same formula, charge and spin: 0.4949 eV
HOMO-LUMO gap: 8.00 eV

Per-atom natural (NBO) charges, elementary charge units:
1 H 0.3639
2 N -0.5511
3 C 0.0315
4 C -0.1999
5 S 0.1860
6 Cl -0.0147
7 H 0.1843

=====

Entry 3:
This record from OMol25 describes a structure of composition C51H48BaBr2NOP2Te at a distorted geometry. The level of theory is the ωB97M-V functional and the def2-TZVPD basis.

Geometry (Å):
Ba 0.41411 -2.68516 0.64732
C -3.59861 -3.45553 0.70626
C -3.06026 -4.66568 0.20235
C -2.04986 -5.09070 1.09178
C -1.95937 -4.14764 2.15200
C -2.93115 -3.14346 1.90924
C -3.21658 -1.92740 2.75610
C -1.32072 -4.45705 3.48502
C -1.25543 -6.37401 1.03224
C -3.43143 -5.30120 -1.11575
C -4.66617 -2.60390 0.06813
H -3.08429 -0.99399 2.19431
H -2.55626 -1.88063 3.62688
H -4.25083 -1.92502 3.12726
H -1.19782 -3.56686 4.10019
H -0.33180 -4.91739 3.38818
H -1.94017 -5.16415 4.05692
H -0.17851 -6.21593 0.88877
H -1.59258 -7.00843 0.20893
H -1.36343 -6.95452 1.95586
H -2.95380 -4.80290 -1.96920
H -4.51151 -5.26163 -1.28886
H -3.13434 -6.35243 -1.15450
H -4.25890 -1.68340 -0.37724
H -5.41632 -2.28917 0.80326
H -5.18990 -3.14375 -0.72579
C -2.53655 -2.16853 -3.10585
C -1.15065 -2.28713 -3.67964
C -0.91628 -2.24826 -5.07718
C 0.35632 -2.35834 -5.55893
C 1.44026 -2.50779 -4.66302
C 2.80456 -2.63874 -5.02607
Br 3.32150 -2.66238 -6.85943
C 3.77702 -2.75745 -4.07506
C 3.42746 -2.74138 -2.71273
Br 4.79503 -2.84879 -1.40550
C 2.11991 -2.62456 -2.27412
O 1.75585 -2.59331 -1.02824
C 1.11527 -2.51842 -3.29178
N -0.16042 -2.41141 -2.83063
H -3.29935 -2.27155 -3.87769
H -2.65537 -1.19748 -2.61651
H -2.69212 -2.92844 -2.33930
H -1.74911 -2.13053 -5.75972
H 0.54898 -2.32839 -6.62233
H 4.81599 -2.85758 -4.35946
Te 2.09746 -2.74022 3.40156
C 2.78197 -0.74022 3.59760
C 2.18671 0.10478 4.54312
C 2.64921 1.40087 4.74932
C 3.73358 1.88091 4.02274
C 4.34885 1.04772 3.09702
C 3.87682 -0.24448 2.88007
H 1.36491 -0.27454 5.13934
H 2.16419 2.03441 5.48469
H 4.10296 2.88832 4.18343
H 5.21094 1.40346 2.54174
H 4.36832 -0.88410 2.15679
C -1.63370 2.74540 -1.36192
P -1.09259 1.12508 -0.61822
C 0.72518 1.11388 -0.83054
C 1.10829 0.63688 -2.09109
C 2.43976 0.59958 -2.47637
C 3.42236 1.00327 -1.58205
C 3.05806 1.45651 -0.32084
C 1.72029 1.51248 0.05996
C -1.48299 1.35516 1.15454
C -0.69789 0.81345 2.17772
C -1.13242 0.83829 3.49785
C -2.37320 1.36402 3.81723
C -3.18868 1.85253 2.80361
C -2.74877 1.84457 1.48991
P -1.14380 4.51641 -1.01111
C 0.29009 4.83039 -2.10727
C 0.76486 6.14823 -2.10059
C 1.84999 6.51935 -2.88049
C 2.47695 5.57675 -3.69124
C 1.99881 4.27677 -3.72454
C 0.90671 3.90812 -2.94296
C -0.33815 4.54584 0.64720
C -1.18847 4.60680 1.75486
C -0.68243 4.68388 3.04426
C 0.69105 4.73941 3.24623
C 1.54690 4.71688 2.15380
C 1.03772 4.62032 0.86254
H -2.71062 2.74974 -1.19952
H -1.53145 2.62877 -2.44483
H 0.34116 0.28632 -2.77833
H 2.70677 0.24140 -3.46571
H 4.46872 0.94102 -1.85755
H 3.81908 1.77831 0.38091
H 1.47664 1.88168 1.04717
H 0.26140 0.35317 1.96004
H -0.49331 0.43146 4.27095
H -2.71369 1.37545 4.84647
H -4.17904 2.22828 3.03553
H -3.41299 2.21537 0.71738
H 0.27737 6.88131 -1.46381
H 2.20669 7.54302 -2.85841
H 3.32949 5.86100 -4.29802
H 2.48066 3.53576 -4.35413
H 0.55544 2.88658 -2.98303
H -2.26216 4.58625 1.60103
H -1.35942 4.70945 3.89156
H 1.09311 4.80585 4.25142
H 2.62141 4.76038 2.30185
H 1.72253 4.58467 0.02463

Forces on atoms 1 to 3 (eV/Å):
Ba -3.240 -0.269 1.840
C 0.213 0.063 -0.081
C 0.205 0.230 -0.214

molecular weight: 1177.635 g/mol
calculated total energy: -8226.6014 Eh
total charge: -1
energy above the lowest of the compared OMol25 structures with the same formula, charge and spin: 1.9654 eV
HOMO-LUMO gap: 5.63 eV

These are the Löwdin partial charges, in e, on atoms 1 to 8:
1 Ba 1.5107
2 C -0.2558
3 C -0.2516
4 C -0.3140
5 C -0.3897
6 C -0.2814
7 C -0.0552
8 C -0.1103

=====

Entry 4:
This record from OMol25 describes the ion C5H10NO2 with charge +1 at a distorted geometry. The level of theory is the ωB97M-V functional and the def2-TZVPD basis.

Geometry (Å):
N 0.11871 1.40135 0.86706
C 0.84012 0.12396 0.60652
C 2.25550 0.50830 0.22754
O 2.55196 1.64981 -0.01563
C 0.25208 -0.71688 -0.54515
C -1.10255 -1.37074 -0.40160
C -2.27552 -0.49863 -0.65797
O -2.17914 0.69594 -0.46760
H -0.65041 1.61702 0.14425
H 0.85170 2.14285 0.63770
H -0.32139 1.52750 1.79015
H 0.89176 -0.48137 1.53097
H 3.04829 -0.24345 0.22332
H 0.24055 -0.13924 -1.51413
H 1.11154 -1.24252 -1.00635
H -1.20489 -2.23998 -1.08047
H -1.15838 -1.75732 0.59440
H -3.26991 -0.97661 -0.93301

Forces on atoms 1 to 3 (eV/Å):
N -0.455 1.793 -1.488
C -0.547 -0.896 -0.054
C 0.846 0.704 0.168

molecular weight: 116.140 g/mol
calculated total energy: -401.4695 Eh
structure (SMILES): [NH3+][C@H](C=O)CCC=O
total charge: +1
energy above the lowest of the compared OMol25 structures with the same formula, charge and spin: 1.5115 eV
HOMO-LUMO gap: 10.92 eV

These are the natural (NBO) partial charges, in e, on atoms 1 to 8:
1 N -0.7310
2 C -0.1648
3 C 0.4229
4 O -0.4837
5 C -0.4425
6 C -0.5385
7 C 0.4730
8 O -0.5726

=====

Entry 5:
This record from OMol25 describes a structure of composition CO3Rb5 at a distorted geometry. The level of theory is the ωB97M-V functional and the def2-TZVPD basis.

Geometry (Å):
Rb -0.80310 2.50211 -3.17543
Rb 2.45049 1.01056 -2.32713
Rb -2.33495 -1.96629 -1.38644
Rb -1.14355 -1.49049 3.18821
Rb 2.74470 -1.47563 2.17615
C -0.21825 0.33913 0.37269
O -1.28216 0.40392 1.05274
O 0.86599 -0.21185 0.89048
O -0.27916 0.88854 -0.79126

Forces on atoms 1 to 3 (eV/Å):
Rb -0.535 0.249 0.433
Rb 0.142 -0.166 0.559
Rb -0.063 0.322 0.198

molecular weight: 487.348 g/mol
calculated total energy: -383.5138 Eh
total charge: +3
HOMO-LUMO gap: 6.96 eV

These are the natural (NBO) partial charges, in e, on atoms 1 to 8:
1 Rb 0.9964
2 Rb 0.9902
3 Rb 0.9970
4 Rb 0.9903
5 Rb 0.9949
6 C 0.9427
7 O -0.8780
8 O -1.0249

=====

Entry 6:
This record from OMol25 describes a structure of composition C2H4FeO8 at a distorted geometry. The level of theory is the ωB97M-V functional and the def2-TZVPD basis.

Geometry (Å):
Fe -11.45583 -3.61265 1.73509
C -13.89045 -4.34462 1.68263
O -13.50093 -3.09194 1.31626
O -13.08864 -4.56553 2.69990
O -13.07610 -4.48873 0.63306
C -10.68448 -2.33474 -0.27477
O -10.78990 -1.77882 0.90718
O -11.77719 -2.31391 -0.98726
O -10.33612 -3.57483 -0.03865
O -10.97941 -2.67995 3.58547
H -10.52994 -1.91372 3.95196
H -11.00422 -3.32911 4.29778
O -10.04681 -5.03576 2.33986
H -9.32098 -4.77632 2.91439
H -9.73657 -5.81528 1.87063

Forces on atoms 1 to 3 (eV/Å):
Fe 1.565 1.361 -1.715
C 3.213 -0.738 4.672
O -1.261 1.447 -4.200

molecular weight: 211.891 g/mol
calculated total energy: -1943.9970 Eh
total charge: -1
spin multiplicity: 6
<S²>: 8.76
HOMO-LUMO gap (spin up / spin down): 5.13 / 5.02 eV

These are the natural (NBO) partial charges, in e, on atoms 1 to 8:
1 Fe 1.4791
2 C 0.6260
3 O -0.2872
4 O -0.8746
5 O -0.2913
6 C 0.8830
7 O -0.9271
8 O -0.7661

=====

Entry 7:
This record from OMol25 describes the molecule C3H6OS2 at a distorted geometry. The level of theory is the ωB97M-V functional and the def2-TZVPD basis.

Geometry (Å):
O 2.47242 0.55626 -1.48770
C 2.08803 -0.59978 -0.74459
C 0.65106 -0.90740 -1.10139
S -0.75586 0.20433 -0.69037
C -0.92912 -0.42878 0.89674
S -1.71320 0.57885 1.99078
H 3.33553 0.77624 -1.04794
H 2.23655 -0.33626 0.31124
H 2.78797 -1.50833 -0.95739
H 0.67431 -1.09267 -2.20547
H 0.35557 -1.85742 -0.54650
H -0.52419 -1.34694 1.23639

Forces on atoms 1 to 3 (eV/Å):
O 1.733 -0.233 0.878
C 0.611 0.071 0.279
C -0.276 -2.148 -0.677

molecular weight: 122.214 g/mol
calculated total energy: -989.4635 Eh
structure (SMILES): OCCSC=S
total charge: 0
energy above the lowest of the compared OMol25 structures with the same formula, charge and spin: 1.7693 eV
HOMO-LUMO gap: 8.16 eV

These are the natural (NBO) partial charges, in e, on atoms 1 to 8:
1 O -0.7125
2 C -0.0823
3 C -0.5657
4 S 0.3948
5 C -0.4875
6 S -0.0205
7 H 0.4694
8 H 0.1693

=====

Entry 8:
This record from OMol25 describes a cluster of 2 separate species, C6H9NO2 in total at a distorted geometry. The level of theory is the ωB97M-V functional and the def2-TZVPD basis.

Geometry (Å):
C 2.30229 0.20088 0.14691
N 1.46143 0.39498 -0.75941
C 0.18138 -0.07306 -0.86341
C 0.01625 -1.35394 -1.55192
C -0.86862 0.45914 -0.12577
C -0.78907 1.82102 0.51065
H 3.28330 0.66061 0.06273
H 2.08624 -0.35864 1.06384
H 0.00361 -2.05284 -0.60815
H 0.75413 -1.52466 -2.33145
H -0.98497 -1.49320 -1.94923
H -1.85096 0.22904 -0.52938
H 0.19863 2.00544 0.93376
H -1.01004 2.59881 -0.22194
H -1.51175 1.89451 1.32068
O -0.75010 -2.06277 1.04771
C -1.10356 -0.99893 1.46492
O -1.41819 -0.34640 2.38950

Forces on atoms 1 to 3 (eV/Å):
C -0.042 0.133 0.485
N 0.035 0.242 -0.807
C -0.817 0.164 1.755

molecular weight: 127.143 g/mol
calculated total energy: -439.2039 Eh
structure (SMILES): C=N/C(C)=C\C.O=C=O
total charge: 0
energy above the lowest of the compared OMol25 structures with the same formula, charge and spin: 1.9718 eV
HOMO-LUMO gap: 9.27 eV

These are the natural (NBO) partial charges, in e, on atoms 1 to 8:
1 C -0.0046
2 N -0.3946
3 C 0.2988
4 C -0.6958
5 C -0.3889
6 C -0.6329
7 H 0.1799
8 H 0.1629